(1)
A 4-piece molecular cluster, C23H59ClN3O18P5 overall at a distorted geometry, computed with wB97M-V/def2-TZVPD.

Results
SMILES: [H]/N=C(\C)CP(OCCNC[C@@H](C)O)([C@H](Cl)CC)(N(C)C(C)=O)P(=O)(O)O.COP(=O)(OC)OC.COP(=O)(OC)OC.COP(=O)(OC)OC
Highest occupied orbital energy, eV: -8.539
Kohn-Sham gap, eV: 6.42
Lowest unoccupied orbital energy, eV: -2.12

Each line ends with the Löwdin charge.
Cartesian coordinates (Å):
H: 4.743 -0.507 -3.874  0.058
N: 4.115 -0.286 -3.107  0.141
C: 3.015 0.162 -3.549  -0.449
C: 2.840 0.337 -5.053  -0.045
C: 1.921 0.625 -2.623  -0.188
P: 0.326 -0.347 -2.722  0.791
O: 1.069 -1.800 -2.226  -0.406
C: 2.005 -1.814 -1.169  -0.267
C: 1.898 -3.120 -0.342  -0.183
N: 1.417 -2.791 1.022  -0.063
C: 2.196 -3.394 2.115  -0.185
C: 1.218 -4.020 3.127  -0.425
C: 0.868 -5.452 2.683  -0.036
O: 1.761 -4.002 4.448  -0.040
C: -0.721 -0.427 -1.137  -0.619
Cl: -1.258 -2.121 -0.744  0.719
C: -1.991 0.434 -1.005  -0.324
C: -2.724 0.071 0.327  -0.149
N: 0.042 -1.065 -4.284  -0.196
C: 0.859 -2.236 -4.670  -0.086
C: -1.324 -1.440 -4.631  -0.498
C: -2.133 -2.495 -3.903  -0.011
O: -1.807 -0.942 -5.627  0.095
P: -0.626 1.555 -3.483  0.420
O: -0.487 2.715 -2.584  -0.320
O: 0.120 1.933 -4.879  -0.169
O: -2.188 1.448 -3.913  -0.176
H: 3.502 -0.343 -5.591  0.075
H: 1.833 0.131 -5.399  0.049
H: 3.164 1.340 -5.328  0.092
H: 1.764 1.657 -2.954  0.076
H: 2.245 0.769 -1.597  0.103
H: 1.956 -1.013 -0.432  0.101
H: 3.027 -1.806 -1.554  0.095
H: 2.861 -3.622 -0.296  0.108
H: 1.166 -3.771 -0.822  0.100
H: 0.482 -3.159 1.120  0.048
H: 2.868 -4.192 1.793  0.113
H: 2.727 -2.627 2.679  0.114
H: 0.281 -3.455 3.166  0.130
H: 1.101 -5.540 1.621  0.070
H: 1.484 -6.139 3.258  0.083
H: -0.189 -5.691 2.783  0.071
H: 1.220 -3.406 4.963  0.080
H: -0.072 -0.160 -0.303  0.086
H: -1.828 1.501 -0.932  0.092
H: -2.690 0.136 -1.784  0.084
H: -3.237 0.978 0.652  0.073
H: -2.037 -0.179 1.130  0.061
H: -3.508 -0.661 0.180  0.057
H: 0.502 -3.185 -4.277  0.085
H: 0.710 -2.336 -5.754  0.103
H: 1.925 -2.113 -4.551  0.081
H: -1.480 -3.225 -3.434  0.059
H: -2.733 -1.976 -3.156  0.066
H: -2.836 -2.939 -4.597  0.089
H: -0.536 2.070 -5.571  0.075
H: -2.558 2.337 -3.945  0.084
C: -3.822 2.050 7.055  -0.096
O: -4.156 1.425 5.792  -0.231
P: -3.482 -0.068 5.458  0.572
O: -3.439 -0.027 3.975  -0.255
O: -4.779 -0.849 6.062  -0.279
C: -6.052 -0.631 5.461  -0.105
O: -2.504 -1.316 5.870  -0.261
C: -2.747 -2.555 5.212  -0.108
H: -4.355 2.994 7.119  0.084
H: -4.118 1.412 7.892  0.089
H: -2.753 2.250 7.104  0.085
H: -5.953 -0.343 4.414  0.085
H: -6.596 0.142 6.005  0.083
H: -6.609 -1.565 5.521  0.087
H: -2.613 -2.455 4.135  0.083
H: -3.746 -2.927 5.436  0.087
H: -2.013 -3.263 5.596  0.088
C: 6.448 -4.066 -10.384  -0.104
O: 5.501 -3.345 -9.565  -0.232
P: 5.511 -1.671 -9.648  0.567
O: 5.014 -1.328 -8.291  -0.260
O: 4.355 -1.669 -10.797  -0.279
C: 3.083 -2.236 -10.494  -0.103
O: 6.138 -0.281 -10.234  -0.260
C: 5.305 0.872 -10.162  -0.102
H: 6.287 -5.129 -10.224  0.087
H: 6.299 -3.836 -11.443  0.088
H: 7.469 -3.819 -10.094  0.083
H: 2.871 -2.189 -9.425  0.084
H: 3.043 -3.272 -10.831  0.083
H: 2.330 -1.660 -11.029  0.088
H: 5.057 1.108 -9.129  0.085
H: 4.397 0.735 -10.748  0.087
H: 5.877 1.696 -10.585  0.091
C: -4.803 6.774 11.203  -0.115
O: -3.528 6.152 10.933  -0.253
P: -2.896 6.278 9.364  0.646
O: -2.126 4.993 9.469  -0.273
O: -2.042 7.604 9.773  -0.280
C: -1.186 7.551 10.913  -0.101
O: -2.621 6.555 7.755  -0.287
C: -1.268 6.520 7.315  -0.111
H: -5.039 6.614 12.252  0.087
H: -4.760 7.849 11.006  0.085
H: -5.586 6.320 10.596  0.080
H: -0.846 6.533 11.106  0.089
H: -1.702 7.939 11.790  0.084
H: -0.323 8.180 10.701  0.090
H: -0.831 5.539 7.489  0.083
H: -0.675 7.291 7.807  0.085
H: -1.282 6.717 6.245  0.092

Atoms 1-3, force components in eV/Å:
0.1 0.0 -0.1
-0.1 0.0 0.8
0.6 -0.7 -0.9

=====

(2)
C15H27O4PdS5Si as an isolated structure at a distorted geometry, computed with wB97M-V/def2-TZVPD.

Results
Energy above the lowest of the compared OMol25 structures with the same formula, charge and spin, eV: 1.025
Highest occupied orbital energy (alpha / beta), eV: -11.676 / -11.675
Kohn-Sham gap (alpha / beta), eV: 5.30 / 5.29
Total charge: +1
Lowest unoccupied orbital energy (alpha / beta), eV: -6.38 / -6.38

Each line ends with the Löwdin charge.
Cartesian coordinates (Å):
Pd: 2.063 1.004 -0.862  0.252
O: 7.466 4.895 0.227  0.056
C: 6.534 4.236 -0.067  -0.916
S: 4.873 4.901 -0.254  1.057
C: 4.111 3.400 -0.616  -1.115
C: 4.974 2.224 -0.708  -1.107
S: 4.448 0.728 -1.105  0.804
S: 6.643 2.466 -0.392  1.067
S: 2.498 3.357 -0.829  0.819
C: -2.440 1.624 -0.492  -0.013
C: -1.270 2.032 0.390  -0.609
C: -0.721 3.379 -0.032  -0.063
C: -1.660 2.056 1.859  -0.013
O: -0.182 1.063 0.198  -0.235
Si: -0.107 -0.564 0.474  -0.126
S: 2.036 -0.667 0.750  0.415
O: -0.872 -1.046 1.785  -0.131
C: -1.358 -2.321 2.296  -0.618
C: -0.405 -3.430 1.878  -0.026
C: -1.400 -2.172 3.805  -0.019
C: -2.747 -2.540 1.717  -0.015
O: -0.509 -1.432 -0.823  -0.138
C: -0.283 -1.486 -2.238  -0.629
C: -1.642 -1.438 -2.917  -0.010
C: 0.427 -2.798 -2.523  -0.013
C: 0.566 -0.307 -2.703  -0.062
H: -3.286 2.291 -0.319  0.102
H: -2.754 0.601 -0.267  0.091
H: -2.168 1.685 -1.548  0.086
H: -1.496 4.142 0.038  0.104
H: -0.373 3.337 -1.068  0.066
H: 0.107 3.667 0.618  0.064
H: -2.381 2.856 2.029  0.101
H: -0.781 2.242 2.479  0.103
H: -2.103 1.110 2.166  0.080
H: 0.609 -3.210 2.220  0.087
H: -0.396 -3.544 0.792  0.080
H: -0.717 -4.376 2.323  0.099
H: -0.397 -2.003 4.197  0.093
H: -1.804 -3.078 4.257  0.097
H: -2.032 -1.328 4.084  0.090
H: -2.700 -2.531 0.626  0.083
H: -3.426 -1.753 2.049  0.092
H: -3.146 -3.503 2.039  0.097
H: -2.273 -2.242 -2.537  0.096
H: -1.533 -1.563 -3.996  0.098
H: -2.135 -0.484 -2.723  0.078
H: -0.200 -3.636 -2.216  0.096
H: 1.365 -2.847 -1.966  0.089
H: 0.641 -2.896 -3.589  0.097
H: 0.098 0.632 -2.402  0.071
H: 0.646 -0.308 -3.790  0.108
H: 1.594 -0.426 -2.311  0.040

Atoms 1-3, force components in eV/Å:
0.7 0.6 1.6
0.1 0.0 0.0
-0.1 0.2 -0.1

=====

(3)
The molecule C4H5NO at a distorted geometry, computed with wB97M-V/def2-TZVPD.

Results
Energy above the lowest of the compared OMol25 structures with the same formula, charge and spin, eV: 0.702
SMILES: CCC(=O)C#N
Highest occupied orbital energy, eV: -11.197
Kohn-Sham gap, eV: 10.95
Lowest unoccupied orbital energy, eV: -0.24

Each line ends with the Löwdin charge.
Cartesian coordinates (Å):
C: 0.165 0.799 -1.317  -0.094
C: 0.312 0.408 0.148  -0.187
C: -0.551 -0.774 0.511  -0.404
O: -1.444 -1.220 -0.167  0.129
C: -0.245 -1.402 1.824  -0.113
N: 0.014 -1.894 2.838  0.172
H: 0.571 0.018 -1.967  0.084
H: -0.888 0.933 -1.577  0.079
H: 0.699 1.730 -1.522  0.077
H: 1.351 0.173 0.413  0.125
H: 0.017 1.229 0.817  0.132

Atoms 1-3, force components in eV/Å:
0.0 0.0 -0.1
0.0 0.0 0.0
-0.3 -0.1 -0.3

=====

(4)
An isolated ion of composition C4H8 and charge -1 at a distorted geometry, computed with wB97M-V/def2-TZVPD.

Results
2S+1: 2
Energy above the lowest of the compared OMol25 structures with the same formula, charge and spin, eV: 1.009
Highest occupied orbital energy (alpha / beta), eV: 2.239 / -2.757
Kohn-Sham gap (alpha / beta), eV: 2.83 / 7.66
Total charge: -1
Lowest unoccupied orbital energy (alpha / beta), eV: 5.07 / 4.90

Each line ends with the Löwdin charge.
Cartesian coordinates (Å):
C: 0.163 0.009 0.646  -0.371
C: -0.180 -0.043 -0.628  -0.384
C: 0.625 -0.694 -1.703  -0.249
C: -0.638 0.733 1.684  -0.217
H: 1.041 -0.530 0.992  0.030
H: -0.963 0.661 -0.890  0.026
H: 0.288 -0.337 -2.685  0.035
H: 1.700 -0.548 -1.592  0.034
H: 0.341 -1.736 -1.912  0.006
H: -1.180 0.096 2.381  0.024
H: -1.350 1.389 1.180  0.036
H: -0.036 1.408 2.306  0.031

Atoms 1-3, force components in eV/Å:
1.7 -0.3 4.5
-1.4 0.3 -4.0
-1.6 0.5 -0.7

=====

(5)
An isolated ion of composition C5H14NOS and charge +1 at a distorted geometry, computed with wB97M-V/def2-TZVPD.

Results
Energy above the lowest of the compared OMol25 structures with the same formula, charge and spin, eV: 0.000
SMILES: CSCC[C@H]([NH3+])CO
Highest occupied orbital energy, eV: -12.280
Kohn-Sham gap, eV: 9.13
Total charge: +1
Lowest unoccupied orbital energy, eV: -3.15

Each line ends with the Löwdin charge.
Cartesian coordinates (Å):
C: 2.771 0.052 -2.638  -0.378
S: 1.048 0.002 -2.095  0.804
C: 1.205 -0.758 -0.467  -0.488
C: 0.583 0.103 0.627  -0.220
C: -0.883 -0.178 0.917  -0.291
N: -1.695 -0.063 -0.355  0.243
C: -1.560 0.667 1.983  -0.200
O: -2.742 -0.069 2.283  -0.041
H: 2.832 0.349 -3.675  0.041
H: 3.171 -0.950 -2.547  0.040
H: 3.343 0.733 -2.020  0.044
H: 2.237 -1.011 -0.222  0.094
H: 0.709 -1.732 -0.471  0.079
H: 1.098 0.069 1.584  0.131
H: 0.626 1.154 0.315  0.114
H: -0.994 -1.190 1.311  0.166
H: -2.683 -0.116 -0.068  0.174
H: -1.552 -0.850 -0.955  0.144
H: -1.470 0.827 -0.801  0.160
H: -1.797 1.692 1.714  0.137
H: -0.886 0.756 2.840  0.139
H: -3.357 0.512 2.741  0.109

Atoms 1-3, force components in eV/Å:
0.0 -0.3 0.4
-0.1 0.1 -0.4
-0.1 -0.6 0.6

=====

(6)
C27H33N2Zr as an isolated structure at a distorted geometry, computed with wB97M-V/def2-TZVPD.

Results
Energy above the lowest of the compared OMol25 structures with the same formula, charge and spin, eV: 0.000
Highest occupied orbital energy, eV: -10.667
Kohn-Sham gap, eV: 6.32
Total charge: +1
Lowest unoccupied orbital energy, eV: -4.35

Each line ends with the Löwdin charge.
Cartesian coordinates (Å):
C: -1.291 1.367 -1.438  -0.362
C: -0.719 0.290 -2.212  -0.294
C: 0.687 0.500 -2.296  -0.244
C: 1.026 1.627 -1.497  -0.251
C: -0.193 2.183 -0.971  -0.343
Zr: -0.306 0.123 0.321  1.674
C: 2.073 0.228 2.572  -0.341
C: 0.708 0.426 2.684  -0.240
H: 0.145 -0.201 3.391  0.109
C: -0.006 1.520 2.033  -0.272
H: 0.527 2.464 1.885  0.053
H: -1.033 1.688 2.386  0.052
C: 2.703 -1.029 3.068  -0.051
H: 2.005 -1.874 3.107  0.089
H: 3.531 -1.324 2.413  0.084
H: 3.129 -0.893 4.074  0.100
C: 3.014 1.291 2.130  -0.039
H: 2.538 2.150 1.640  0.063
H: 3.585 1.690 2.989  0.113
H: 3.758 0.878 1.427  0.088
C: -1.481 -0.706 -3.013  -0.026
H: -2.476 -0.895 -2.594  0.057
H: -1.632 -0.352 -4.045  0.109
H: -0.941 -1.662 -3.065  0.093
C: 1.600 -0.237 -3.208  -0.016
H: 1.469 -1.324 -3.130  0.091
H: 1.412 0.046 -4.256  0.105
H: 2.654 -0.019 -3.002  0.083
C: 2.364 2.285 -1.463  -0.025
H: 3.179 1.552 -1.375  0.072
H: 2.553 2.863 -2.385  0.108
H: 2.460 2.979 -0.618  0.075
C: -0.333 3.568 -0.439  -0.044
H: 0.533 3.860 0.165  0.073
H: -0.400 4.280 -1.277  0.106
H: -1.233 3.680 0.172  0.081
C: -2.733 1.760 -1.432  -0.026
H: -2.970 2.432 -0.595  0.086
H: -3.000 2.296 -2.359  0.108
H: -3.398 0.888 -1.364  0.054
C: 1.156 -1.584 0.000  -0.287
C: 0.791 -2.928 0.072  -0.139
C: 2.479 -1.242 -0.285  -0.182
C: 1.739 -3.926 -0.211  -0.084
H: -0.241 -3.178 0.335  0.081
C: 3.438 -2.230 -0.523  -0.081
H: 2.784 -0.190 -0.313  0.067
C: 3.064 -3.578 -0.496  -0.082
H: 1.445 -4.978 -0.205  0.105
H: 4.470 -1.932 -0.733  0.112
H: 3.807 -4.347 -0.706  0.106
N: -6.304 -1.564 -1.405  0.199
C: -5.488 -1.372 -0.586  -0.147
C: -4.526 -1.108 0.463  -0.183
C: -4.970 -0.812 1.760  0.042
C: -4.026 -0.507 2.730  0.000
C: -2.685 -0.416 2.368  -0.071
N: -2.265 -0.639 1.088  -0.056
C: -3.167 -1.105 0.168  -0.054
H: -6.039 -0.822 1.985  0.146
H: -4.305 -0.297 3.763  0.132
H: -1.907 -0.156 3.085  0.102
H: -2.761 -1.488 -0.778  0.123

Atoms 1-3, force components in eV/Å:
0.9 0.1 -0.5
0.1 1.0 0.5
-0.6 0.1 0.8

=====

(7)
A 2-piece molecular cluster, C20H40BBrN3O6 overall, computed with wB97M-V/def2-TZVPD.

Results
Energy above the lowest of the compared OMol25 structures with the same formula, charge and spin, eV: 0.000
Highest occupied orbital energy, eV: -5.015
Kohn-Sham gap, eV: 7.74
Total charge: -1
Lowest unoccupied orbital energy, eV: 2.72

Each line ends with the Löwdin charge.
Cartesian coordinates (Å):
C: 3.220 -4.088 1.732  -0.119
O: 2.131 -4.945 1.484  -0.205
C: 0.904 -4.492 2.045  -0.242
C: 0.327 -3.248 1.377  -0.216
C: 0.380 -3.243 -0.150  -0.117
B: 0.082 -1.839 -0.860  -0.661
O: -1.302 -1.291 -0.677  -0.032
C: -1.104 0.076 -0.871  -0.376
C: -2.355 0.923 -0.674  -0.139
C: -3.402 0.305 0.248  -0.217
C: -4.619 1.225 0.456  -0.184
C: -5.932 0.681 -0.115  -0.226
N: -6.766 0.060 0.930  -0.004
C: -8.158 -0.020 0.607  -0.584
N: -8.681 -0.446 -0.467  0.112
N: -8.949 0.413 1.648  0.109
C: 0.168 0.359 -0.065  -0.663
Br: -0.359 0.294 2.012  0.593
C: 0.809 1.731 -0.153  -0.205
C: 1.190 2.171 -1.575  -0.169
C: 2.293 3.238 -1.560  -0.162
C: 2.022 4.366 -0.569  -0.166
O: 2.830 4.152 0.615  -0.032
C: 2.411 4.731 1.738  -0.364
O: 1.592 5.605 1.818  0.065
O: 0.956 -0.671 -0.330  -0.043
H: 4.014 -4.644 2.242  0.078
H: 3.615 -3.692 0.792  0.070
H: 2.937 -3.236 2.357  0.088
H: 0.220 -5.340 1.978  0.114
H: 1.062 -4.291 3.116  0.112
H: -0.712 -3.146 1.703  0.114
H: 0.860 -2.370 1.750  0.063
H: -0.328 -3.981 -0.551  0.101
H: 1.374 -3.574 -0.475  0.087
H: 0.306 -1.940 -2.091  0.110
H: -0.730 0.210 -1.908  0.147
H: -2.070 1.914 -0.302  0.110
H: -2.821 1.079 -1.654  0.118
H: -2.941 0.056 1.200  0.048
H: -3.719 -0.643 -0.193  0.108
H: -4.426 2.207 0.015  0.102
H: -4.776 1.386 1.524  0.103
H: -6.529 1.460 -0.593  0.113
H: -5.685 -0.050 -0.897  0.107
H: -6.410 -0.863 1.153  0.126
H: -7.957 -0.749 -1.112  0.033
H: -9.839 0.798 1.372  0.084
H: -8.441 0.973 2.314  0.081
H: 1.695 1.733 0.484  0.113
H: 0.093 2.437 0.271  0.087
H: 0.307 2.597 -2.066  0.115
H: 1.505 1.311 -2.169  0.113
H: 3.242 2.765 -1.300  0.098
H: 2.417 3.684 -2.550  0.110
H: 2.282 5.341 -0.985  0.123
H: 0.980 4.419 -0.255  0.117
H: 2.887 4.252 2.606  0.145
C: 6.039 -0.724 -0.458  -0.169
C: 5.146 -1.495 -1.430  -0.162
C: 3.962 -0.549 -1.577  -0.175
O: 4.501 0.777 -1.423  -0.159
C: 5.831 0.713 -0.928  -0.215
H: 7.086 -1.027 -0.487  0.105
H: 5.673 -0.844 0.564  0.112
H: 5.661 -1.621 -2.385  0.110
H: 4.845 -2.477 -1.070  0.100
H: 3.199 -0.712 -0.817  0.109
H: 3.480 -0.610 -2.554  0.124
H: 6.535 0.972 -1.730  0.113
H: 5.941 1.445 -0.125  0.115

Atoms 1-3, force components in eV/Å:
0.0 0.1 0.0
0.0 -0.1 0.1
-0.1 0.1 0.1

=====

(8)
A 2-piece molecular cluster, CH6NS overall at a distorted geometry, computed with wB97M-V/def2-TZVPD.

Results
Energy above the lowest of the compared OMol25 structures with the same formula, charge and spin, eV: 1.284
Highest occupied orbital energy, eV: -15.433
Kohn-Sham gap, eV: 9.42
Total charge: +1
Lowest unoccupied orbital energy, eV: -6.01

Each line ends with the Löwdin charge.
Cartesian coordinates (Å):
C: 0.630 1.190 -1.720  -0.339
N: 0.135 -0.561 0.636  0.037
S: -0.836 0.580 -1.894  0.965
H: 1.101 1.782 -2.489  0.053
H: 1.113 1.032 -0.802  -0.015
H: -0.634 -0.498 1.317  0.100
H: 0.709 0.366 0.709  0.116
H: 0.636 -1.418 0.891  0.111
H: -0.618 -0.067 -0.443  -0.027

Atoms 1-3, force components in eV/Å:
-0.8 0.4 -1.2
-0.5 2.9 0.7
-0.2 0.0 0.2